C7H13ClN2O | ωB97M-V with the def2-TZVPD basis set

Calculated values
LUMO: -10.3 eV
ΔE to the lowest compared entry with this formula, charge and spin: 2.221 eV

```
! RIJCOSX wB97M-V def2-TZVPD def2/J DEFGRID3
* xyz 2 1
H 2.24652 1.11509 1.10211
H 1.91574 -1.37343 0.98333
H 0.54940 -1.85392 -1.75125
H 1.20939 -3.01521 0.54824
N 1.15149 1.00798 1.31362
H 0.03474 3.16356 -0.32766
Cl -3.71197 0.40337 0.14476
O -0.08144 -1.33925 0.84016
H 0.90446 -0.11698 -2.21079
H -0.38607 1.94321 -1.58298
H 1.87994 -0.97606 -1.01108
H 1.03114 0.59018 2.21541
C 0.18931 1.17693 0.41365
C 1.13836 -2.08871 1.16691
C -2.12806 0.62091 -0.07369
H -1.85822 -1.31741 -0.84821
C -0.25166 2.20049 -0.56881
C 0.92784 -0.87916 -1.37905
C -1.43013 -0.32210 -0.88249
H -1.34949 -0.05559 -1.99106
H 0.98076 -2.13281 2.23085
H -1.69472 2.13980 1.43148
C -1.27959 1.66117 0.54721
N 0.01225 -0.55206 -0.31066
*
```

natural (NBO) atomic charge list, values in e, 6 entries: 0.458, 0.180, 0.248, 0.234, -0.788, 0.294